(1)
8
Properties=species:S:1:pos:R:3:forces:R:3 method="wB97M-V/def2-TZVPD" homo_energy_ev="-8.91 / -8.99" orbital_gap_ev="5.5 / 5.6" max_force_ha_per_bohr=0.05361 e_above_lowest_kj_mol=452.2
C -2.25447 0.51654 -0.53424 -0.352 -0.652 0.411
C 1.73703 -0.25419 0.33184 0.564 -1.607 1.159
O -2.73080 1.53191 -0.19143 1.164 -0.727 -0.315
F -2.98269 -0.52566 -0.96766 0.658 0.299 0.039
S 0.43800 -1.35151 -0.27382 -0.504 0.796 -0.388
H 2.71388 -0.05663 -0.11797 -0.583 -0.390 -0.853
H 1.94259 -0.44228 1.38832 -0.104 -0.342 -0.020
H 1.13646 0.58182 0.36496 -0.844 2.624 -0.033

***

(2)
8
Properties=species:S:1:pos:R:3:forces:R:3 method="wB97M-V/def2-TZVPD" homo_energy_ev="-9.29 / -9.08" orbital_gap_ev="7.9 / 7.4" max_force_ha_per_bohr=0.07843 e_above_lowest_kj_mol=283.3
C -1.34238 -1.19853 0.55134 1.891 0.373 -3.102
C 0.97270 0.87840 -0.43092 1.989 -1.530 -0.459
O -1.64294 -1.40614 -0.59741 0.411 0.555 3.974
F -1.93811 -1.43456 1.68711 -0.140 -0.076 -0.552
S 1.11168 -0.18843 1.01487 -1.808 -0.784 -0.487
H 0.69890 0.33769 -1.31631 -0.053 -0.504 -0.376
H 1.87800 1.44777 -0.67347 0.193 -0.442 0.417
H 0.26215 1.56381 -0.23520 -2.483 2.408 0.585

***

(3)
8
Properties=species:S:1:pos:R:3:forces:R:3 method="wB97M-V/def2-TZVPD" total_charge=+1 multiplicity=2 homo_energy_ev="-11.42 / -15.80" orbital_gap_ev="6.4 / 10.7" s2=0.75 max_force_ha_per_bohr=0.08546 e_above_lowest_kj_mol=147.5
H -1.45981 -0.60084 -0.74289 0.023 1.721 1.477
C 0.99394 -0.22884 0.00102 1.065 3.128 0.044
C 0.04613 0.54172 -0.55928 2.488 -2.435 -1.580
O -1.19139 0.17120 -0.11670 -2.818 -1.073 -3.197
H 2.04600 -0.25859 -0.26357 -0.139 -0.237 0.244
F 0.74351 -0.51536 1.32886 1.179 -1.498 -0.626
H 0.13384 0.92434 -1.57493 -0.096 0.248 0.352
Sn -1.31222 -0.03363 1.92749 -1.703 0.146 3.285

***

(4)
8
Properties=species:S:1:pos:R:3:forces:R:3 method="wB97M-V/def2-TZVPD" total_charge=+1 multiplicity=2 homo_energy_ev="-11.38 / -15.95" orbital_gap_ev="5.8 / 10.7" s2=0.76 max_force_ha_per_bohr=0.06142 e_above_lowest_kj_mol=0.0
H 1.15695 -1.09556 -0.27015 -0.396 0.062 0.596
C 0.40338 -0.58761 0.37513 1.216 0.466 0.525
C 0.31899 0.83110 -0.07171 2.342 -0.378 -0.073
O -0.59186 1.17225 -0.81142 -0.269 1.243 -0.037
H 0.62401 -0.64191 1.45080 0.085 -0.329 -0.360
F -0.84225 -1.18249 0.14749 0.335 -0.991 0.562
H 1.20941 1.46439 0.07577 -0.443 -0.017 0.104
Sn -2.27863 0.03983 -0.89590 -2.871 -0.055 -1.316

***

(5)
8
Properties=species:S:1:pos:R:3:forces:R:3 method="wB97M-V/def2-TZVPD" homo_energy_ev=-9.32 orbital_gap_ev=8.3 max_force_ha_per_bohr=0.07586 e_above_lowest_kj_mol=333.3
C 1.33860 -0.62791 0.94206 1.793 -0.862 2.742
C 0.78671 -0.49549 -0.09660 -1.511 0.335 -2.819
F -2.99951 1.51174 0.50951 -0.135 -1.489 -0.943
S -2.27830 -1.46452 -0.00732 -1.017 0.415 0.123
S -3.05701 0.17578 -0.63558 3.593 1.512 0.132
H 1.89792 -0.88566 1.87677 -1.007 0.643 -1.522
H -1.74226 0.72294 -1.22014 -2.687 -0.499 0.719
H 0.24787 -0.41700 -1.06959 0.970 -0.055 1.568

***

(6)
7
Properties=species:S:1:pos:R:3:forces:R:3 method="wB97M-V/def2-TZVPD" total_charge=+1 multiplicity=2 homo_energy_ev="-13.91 / -15.42" orbital_gap_ev="8.8 / 10.0" s2=0.76 max_force_ha_per_bohr=0.03584
C -0.22753 0.00615 -0.58093 -0.832 -1.643 0.063
C -0.44106 -1.07778 0.16823 0.650 0.968 -0.483
H -0.19693 0.15522 -1.66697 0.076 0.002 0.338
H -0.71079 -1.02203 1.22907 0.030 0.004 -0.291
H -0.24982 -2.07907 -0.24312 -0.301 0.224 0.056
F 0.06969 2.65664 0.65049 1.075 -0.673 -0.051
Sr 1.75645 1.36088 0.44323 -0.698 1.118 0.368